Entry 1:
11
Properties=species:S:1:pos:R:3:forces:R:3:mulliken_charge:R:1 method="wB97M-V/def2-TZVPD" total_energy_ha=-720.124872 gap_ev="7.412 / 6.054" de_lowest_kj_mol=238.58 total_charge=0 spin_multiplicity=3
O -0.517 -2.300 -0.217 -3.3 -2.6 -4.7 -0.386
C -1.300 -1.853 -1.094 2.3 1.6 4.4 0.377
O -1.426 -0.468 -0.780 -1.0 -2.4 -2.1 -0.125
C -2.441 0.445 -1.334 -2.5 2.1 -1.1 0.582
O -3.329 -0.081 -1.988 0.9 -0.6 0.3 -0.593
O -2.217 1.595 -0.966 0.7 -0.9 0.2 -0.622
Ag 0.068 -0.539 0.601 1.2 1.9 2.0 0.660
C 3.009 0.147 0.921 -0.5 0.0 0.2 0.448
O 3.922 0.828 1.339 0.1 0.4 0.2 -0.588
O 1.776 0.275 1.211 2.0 1.2 1.1 -0.638
Li 2.456 1.951 2.308 0.2 -0.6 -0.5 0.885

---

Entry 2:
6
Properties=species:S:1:pos:R:3:forces:R:3:mulliken_charge:R:1 method="wB97M-V/def2-TZVPD" total_energy_ha=-411.558906 gap_ev="4.866 / 4.151" de_lowest_kj_mol=0.00 total_charge=-1
O -0.003 0.515 -0.568 1.1 -0.6 -1.3 -0.451
C -0.784 1.384 0.069 -0.2 -0.1 0.3 0.176
C -1.513 2.241 0.598 0.0 0.0 0.0 -0.606
O -0.137 -0.964 1.125 1.4 -0.8 -2.3 -0.437
C 0.305 -0.774 0.011 -1.4 0.7 2.8 0.339
Ag 2.132 -2.402 -1.234 -1.0 0.9 0.5 -0.020